DFT (ωB97M-V/def2-TZVPD) results for C20H55AlN6O8 as an isolated structure at a distorted geometry.

Calculated values
* net charge: +2
* maximum force: 2.4 eV Å⁻¹
* gap between HOMO and LUMO: 2.2 eV
* energy relative to the best compared isomer or geometry (same formula, charge and spin): 0.00 kJ/mol
* energy: -53522.88114 eV

Last column: Mulliken charge in e.
Positions of all 90 atoms, in Å:
Al1 -3.77 2.29 0.58  0.92
O1 2.55 -0.87 5.09  -0.24
O2 0.40 0.25 -0.11  -0.24
O3 5.10 1.72 -4.21  -0.32
O4 -6.25 0.92 1.05  -0.18
O5 -0.19 -4.58 1.48  -0.39
O6 0.17 -0.18 2.02  -0.53
O7 -1.59 0.34 0.82  -0.46
O8 -0.34 4.04 -3.62  -0.33
N1 -2.43 3.03 -1.94  -0.53
N2 -0.34 0.14 0.91  0.55
N3 3.24 1.17 3.05  -0.38
N4 -0.95 -2.34 -1.27  -0.20
N5 -4.05 -0.17 2.20  -0.34
N6 1.84 1.78 -2.38  -0.18
C1 2.60 -1.54 6.35  -0.73
C2 -6.36 -0.40 1.56  -1.00
C3 -7.46 1.61 1.18  -0.80
C4 4.69 -0.58 2.11  -1.22
C5 3.80 -0.76 4.45  -0.85
C6 3.72 0.24 -2.01  -1.15
C7 1.01 -3.74 -0.90  -1.53
C8 -4.96 -2.50 1.84  -1.30
C9 -0.55 -4.86 2.83  -0.61
C10 3.71 1.79 -4.05  -0.71
C11 -1.75 0.74 -2.66  -0.82
C12 -1.28 2.18 -2.47  0.46
C13 5.79 2.89 -3.85  -0.66
C14 -0.12 4.72 -4.83  -0.82
C15 -0.78 2.71 -3.81  -1.17
C16 -4.98 -1.01 1.43  0.59
C17 -0.65 -3.40 0.98  1.22
C18 3.52 -0.25 3.07  1.00
C19 -0.44 -3.46 -0.54  0.19
C20 3.27 1.55 -2.60  0.60
H1 1.33 -4.70 -0.51  0.42
H2 -0.55 -1.43 -0.98  -0.15
H3 -2.02 3.97 -1.81  0.29
H4 3.69 2.40 -1.98  0.13
H5 -1.73 -3.29 1.17  -0.65
H6 -1.01 0.17 -3.21  0.44
H7 -4.04 -2.97 1.49  0.04
H8 3.04 -0.90 7.12  0.30
H9 2.66 -0.82 2.72  -0.18
H10 -3.01 3.07 -2.80  0.38
H11 0.59 4.19 -5.47  0.31
H12 -1.63 -4.74 3.02  0.25
H13 -4.37 -0.04 3.16  0.27
H14 3.25 -0.01 -1.05  0.02
H15 5.66 -0.15 2.37  0.36
H16 -1.96 -2.24 -1.17  0.36
H17 -0.49 2.23 -1.72  0.24
H18 -1.01 -4.33 -0.89  0.40
H19 5.68 3.10 -2.77  0.28
H20 -0.01 2.07 -4.25  0.35
H21 1.15 -3.76 -1.98  0.39
H22 3.35 0.95 -4.67  0.34
H23 4.79 0.11 -1.89  0.45
H24 3.27 1.50 2.09  0.26
H25 6.84 2.72 -4.07  0.28
H26 -0.33 -5.90 3.07  0.28
H27 1.56 2.75 -2.59  0.30
H28 -2.78 0.66 -3.01  0.43
H29 -0.12 -2.58 1.48  -0.01
H30 -8.25 1.04 0.68  0.31
H31 -1.07 4.91 -5.34  0.34
H32 1.66 -2.96 -0.50  0.25
H33 1.59 -1.83 6.61  0.25
H34 4.32 -1.73 4.47  0.44
H35 -6.56 -0.25 2.64  0.42
H36 -7.77 1.73 2.22  0.33
H37 -1.72 2.71 -4.41  0.72
H38 1.65 1.55 -1.40  0.06
H39 -5.04 -2.63 2.92  0.37
H40 -7.11 -0.99 1.04  0.49
H41 3.39 -0.60 -2.64  0.34
H42 4.82 -1.66 1.98  0.41
H43 -3.12 -0.60 2.25  0.11
H44 5.39 3.76 -4.38  0.32
H45 -4.73 -0.86 0.37  0.05
H46 3.21 -2.45 6.26  0.34
H47 -5.80 -3.06 1.42  0.44
H48 0.32 5.68 -4.59  0.28
H49 4.43 -0.20 1.11  0.10
H50 0.06 -4.23 3.50  0.24
H51 4.44 -0.07 5.03  0.36
H52 3.93 1.69 3.61  0.32
H53 3.15 2.64 -4.51  0.41
H54 -7.35 2.58 0.72  0.25
H55 -1.83 0.31 -1.65  -0.37

DFT (ωB97M-V/def2-TZVPD) results for a 2-piece molecular cluster, C36H53Br2Cl2NS overall at a distorted geometry.

Calculated values
* net charge: 0
* maximum force: 1.2 eV Å⁻¹
* gap between HOMO and LUMO: 7.9 eV
* structure (SMILES): CCCCCCCCCCCCCCCCCCCCc1ccc2c(c1)Nc1cccc(/C(Br)=C(\C)Br)c1S2.ClCCl
* energy: -215646.79214 eV

Last column: Mulliken charge in e.
Positions of all 95 atoms, in Å:
Br1 -13.78 -1.10 0.08  -0.07
Br2 -14.65 -2.97 -2.48  -0.17
Cl1 0.55 6.94 -2.11  -0.15
Cl2 -0.79 6.83 0.49  -0.11
S1 -10.45 -0.59 -0.44  -0.25
N1 -8.19 -1.64 1.57  -0.21
C1 2.86 3.28 -0.14  -0.80
C2 12.91 -4.41 2.07  -1.27
C3 12.04 -4.68 0.84  -0.53
C4 -9.43 -3.63 2.05  -0.53
C5 0.44 2.58 0.31  -0.76
C6 -11.58 -4.12 1.15  -0.45
C7 10.92 -1.30 -0.74  -0.85
C8 8.41 -0.89 -0.26  -1.06
C9 0.25 7.78 -0.58  -0.33
C10 -2.09 2.23 0.35  -0.52
C11 11.46 -2.74 -0.71  -0.77
C12 -7.98 -0.44 0.83  -0.52
C13 -10.52 -4.48 1.95  -0.87
C14 6.41 0.09 -1.54  -0.83
C15 -8.56 1.32 -0.71  -1.09
C16 1.55 3.62 0.57  -0.24
C17 -6.77 0.23 1.06  -0.26
C18 -3.13 2.32 -0.78  -1.21
C19 7.59 0.37 -0.59  -0.53
C20 11.08 -3.50 0.57  -0.49
C21 -7.36 1.98 -0.46  -0.89
C22 -13.10 -3.37 -1.45  0.26
C23 -6.45 1.43 0.44  0.32
C24 -9.37 -2.42 1.35  0.34
C25 -8.87 0.12 -0.07  0.80
C26 -12.73 -2.62 -0.43  -0.55
C27 -5.13 2.09 0.79  -0.25
C28 -0.94 3.26 0.25  -0.57
C29 -12.35 -4.56 -1.97  -1.28
C30 -4.46 2.91 -0.32  -0.59
C31 3.35 1.87 0.19  -0.71
C32 -10.45 -2.08 0.53  0.36
C33 9.50 -1.22 -1.31  -0.69
C34 4.83 1.65 -0.21  -0.39
C35 5.01 0.33 -0.95  -0.71
C36 -11.56 -2.93 0.42  0.59
H1 8.90 -0.70 0.69  0.42
H2 0.43 1.88 1.14  0.33
H3 -9.26 1.77 -1.40  0.39
H4 8.26 1.08 -1.07  0.33
H5 -12.44 -4.78 1.10  0.65
H6 13.30 -3.40 2.02  0.32
H7 0.60 2.05 -0.63  0.35
H8 11.50 -5.61 0.98  0.36
H9 9.25 -2.17 -1.77  0.36
H10 -5.24 2.67 1.70  0.37
H11 -8.59 -3.90 2.67  0.48
H12 2.74 1.10 -0.30  0.36
H13 -5.13 3.08 -1.17  0.42
H14 -0.98 3.93 1.10  0.25
H15 -7.14 2.91 -0.95  0.42
H16 13.76 -5.09 2.13  0.37
H17 7.27 0.80 0.36  0.26
H18 12.34 -4.50 2.99  0.31
H19 -2.71 2.94 -1.57  0.47
H20 -13.06 -5.21 -2.49  0.43
H21 6.45 -0.97 -1.80  0.38
H22 3.25 1.72 1.26  0.36
H23 11.15 -2.81 1.40  0.39
H24 4.31 0.35 -1.79  0.43
H25 -8.15 -1.42 2.55  0.31
H26 6.54 0.63 -2.47  0.45
H27 3.65 3.96 0.17  0.39
H28 7.71 -1.71 -0.13  0.38
H29 5.22 2.49 -0.77  0.33
H30 -1.66 1.23 0.35  0.38
H31 1.20 7.94 -0.09  0.26
H32 9.42 -0.47 -2.10  0.54
H33 -4.46 1.27 1.05  0.30
H34 10.07 -3.89 0.50  0.23
H35 -1.05 3.84 -0.66  0.35
H36 10.96 -0.92 0.28  0.41
H37 -11.89 -5.15 -1.20  0.36
H38 1.71 3.69 1.64  0.45
H39 12.71 -4.84 0.00  0.36
H40 -4.23 3.90 0.08  0.28
H41 5.39 1.61 0.72  0.23
H42 -10.51 -5.38 2.54  0.39
H43 -0.23 8.72 -0.79  0.33
H44 -6.07 -0.21 1.76  0.45
H45 11.09 -3.30 -1.56  0.30
H46 12.54 -2.75 -0.79  0.48
H47 -2.55 2.34 1.33  0.40
H48 1.19 4.58 0.18  -0.17
H49 -11.63 -4.25 -2.72  0.27
H50 11.58 -0.73 -1.40  0.31
H51 -3.33 1.32 -1.16  0.35
H52 2.69 3.35 -1.22  0.24
H53 4.71 -0.50 -0.32  0.25

DFT (ωB97M-V/def2-TZVPD) results for C9H21N3 as an isolated structure at a distorted geometry.

Calculated values
* net charge: +2
* maximum force: 3.8 eV Å⁻¹
* gap between HOMO and LUMO: 9.2 eV
* energy relative to the best compared isomer or geometry (same formula, charge and spin): 424.94 kJ/mol
* energy: -14124.61378 eV

Last column: Mulliken charge in e.
Positions of all 33 atoms, in Å:
N1 0.99 2.69 -0.80  -0.22
N2 -1.66 -0.52 1.05  0.03
N3 -0.71 1.67 0.92  -0.35
C1 -1.88 -2.09 2.92  -1.00
C2 1.04 1.43 0.15  1.07
C3 0.50 -0.02 -1.85  -0.89
C4 0.87 0.16 -0.52  -0.68
C5 -1.49 0.72 1.35  -0.04
C6 -2.47 -1.52 1.74  -0.72
C7 1.53 -1.38 -3.60  -1.33
C8 1.97 1.60 1.29  -1.50
C9 0.48 -1.34 -2.51  -0.22
H1 2.87 0.98 1.18  0.38
H2 2.46 -0.89 -3.36  0.38
H3 0.43 2.52 -1.69  0.36
H4 1.62 1.34 2.26  0.39
H5 -3.55 -1.25 1.71  0.46
H6 0.12 0.81 -2.35  0.44
H7 0.43 3.36 -0.16  0.47
H8 2.30 2.59 1.43  0.46
H9 1.93 3.08 -1.06  0.40
H10 -2.52 -2.94 3.20  0.35
H11 1.09 -0.91 -4.55  0.33
H12 -2.10 1.00 2.15  0.43
H13 -0.48 -1.58 -2.95  0.37
H14 -1.98 -1.39 3.77  0.33
H15 0.73 -2.07 -1.67  0.32
H16 -0.84 -2.31 2.68  0.33
H17 1.88 -2.38 -3.78  0.38
H18 1.02 -0.69 0.27  0.55
H19 -2.43 -2.31 1.09  0.34
H20 -1.05 2.46 1.46  0.24
H21 -1.11 -0.81 0.21  0.14

DFT (ωB97M-V/def2-TZVPD) results for an isolated molecule of C21H22FN3O2 at a distorted geometry.

Calculated values
* net charge: 0
* maximum force: 1.1 eV Å⁻¹
* gap between HOMO and LUMO: 9.2 eV
* energy relative to the best compared isomer or geometry (same formula, charge and spin): 199.57 kJ/mol
* structure (SMILES): O=C([C@H]1CC(c2ccc(F)cc2)=NO1)N1CCN(Cc2ccccc2)CC1
* energy: -33415.65182 eV

Last column: Mulliken charge in e.
Positions of all 49 atoms, in Å:
F1 8.99 -1.56 -0.17  -0.32
O1 0.57 -0.76 -1.29  -0.72
O2 2.16 1.77 0.36  -0.21
N1 3.50 1.55 0.20  -0.79
N2 -2.69 1.06 0.25  0.39
N3 -0.41 1.22 -0.88  0.18
C1 6.20 0.71 -0.02  -0.42
C2 -2.83 1.27 -1.18  -0.61
C3 -6.51 -1.81 0.06  -0.57
C4 -4.57 -0.46 0.52  0.65
C5 3.79 0.32 0.30  0.59
C6 -0.67 2.38 -0.07  -0.87
C7 -1.47 0.96 -1.84  -1.04
C8 7.49 0.26 -0.14  -0.58
C9 7.73 -1.11 -0.06  0.42
C10 -5.70 -2.90 -0.18  -0.43
C11 2.57 -0.55 0.57  -0.90
C12 -1.89 2.11 0.84  -0.79
C13 5.14 -0.18 0.18  0.36
C14 -5.95 -0.59 0.41  -0.53
C15 5.41 -1.55 0.25  -0.33
C16 1.47 0.51 0.54  0.00
C17 6.71 -2.02 0.14  -0.72
C18 0.49 0.26 -0.63  0.72
C19 -3.77 -1.56 0.28  -0.15
C20 -3.95 0.85 0.93  -1.17
C21 -4.33 -2.78 -0.08  -0.62
H1 -3.69 -3.62 -0.28  0.40
H2 0.21 2.66 0.51  0.40
H3 -7.59 -1.90 -0.02  0.38
H4 -1.56 1.76 1.83  0.39
H5 -6.59 0.26 0.60  0.36
H6 6.93 -3.07 0.19  0.43
H7 2.41 -1.27 -0.23  0.44
H8 0.90 0.57 1.47  0.27
H9 -2.69 -1.45 0.35  0.39
H10 4.61 -2.25 0.40  0.37
H11 -6.14 -3.85 -0.46  0.38
H12 5.97 1.77 -0.08  0.49
H13 -0.89 3.21 -0.75  0.39
H14 -2.45 3.05 0.99  0.32
H15 -4.67 1.68 0.75  0.36
H16 -3.58 0.58 -1.57  0.42
H17 -1.32 1.57 -2.73  0.29
H18 8.32 0.94 -0.29  0.43
H19 2.65 -1.07 1.52  0.44
H20 -3.15 2.30 -1.42  0.28
H21 -3.74 0.82 2.00  0.38
H22 -1.40 -0.09 -2.11  0.47

DFT (ωB97M-V/def2-TZVPD) results for C4H6O2Tl as an isolated structure at a distorted geometry.

Calculated values
* net charge: +1
* maximum force: 5.7 eV Å⁻¹
* gap between HOMO and LUMO (spin up / spin down): 7.2 / 7.0 eV
* energy relative to the best compared isomer or geometry (same formula, charge and spin): 926.87 kJ/mol
* energy: -13016.18231 eV

Last column: Mulliken charge in e.
Positions of all 13 atoms, in Å:
Tl1 2.24 3.76 5.16  0.69
O1 0.87 2.44 4.16  -0.45
O2 1.16 -2.36 0.89  -0.43
C1 0.35 -0.22 1.73  0.06
C2 0.39 2.06 3.11  -0.03
C3 1.29 -1.31 1.78  -0.08
C4 -0.29 -0.04 2.92  -0.68
H1 0.85 -1.28 3.18  0.26
H2 0.96 1.36 1.95  0.22
H3 2.33 -0.98 1.87  0.30
H4 0.79 -2.08 0.05  0.34
H5 -1.30 0.26 3.16  0.40
H6 -0.46 2.60 2.65  0.41

DFT (ωB97M-V/def2-TZVPD) results for a 3-piece molecular cluster, C2H7O4 overall at a distorted geometry.

Calculated values
* net charge: -1
* maximum force: 1.8 eV Å⁻¹
* gap between HOMO and LUMO: 8.3 eV
* energy relative to the best compared isomer or geometry (same formula, charge and spin): 76.66 kJ/mol
* energy: -10379.26616 eV

Last column: Mulliken charge in e.
Positions of all 13 atoms, in Å:
O1 1.75 1.30 0.92  -0.68
O2 -1.86 -1.12 1.65  -0.71
O3 -0.34 2.58 -2.04  -0.62
O4 -0.75 0.30 0.32  -0.75
C1 -1.03 -0.88 0.76  0.58
C2 0.03 -1.94 0.39  -0.82
H1 2.24 0.67 0.37  0.29
H2 -0.44 -2.86 0.05  0.32
H3 -0.84 1.92 -1.53  0.34
H4 -0.87 2.53 -2.83  0.28
H5 0.76 -1.39 -0.21  0.18
H6 0.51 -2.01 1.36  0.22
H7 0.85 0.91 0.80  0.38